Molecular formula: C3H9NO
Method: DFT, wB97M-V/def2-TZVPD

Charge   +1
Strongest force on any atom   4.0 eV Å⁻¹
2S+1   2
Molar mass   75.11 g mol⁻¹
Energy   -6780.9435 eV
Lowest unoccupied orbital energy (spin up / spin down)   -6.41 / -6.67 eV
Relative energy (zero: lowest compared OMol25 entry of this formula, charge and spin)   517.68 kJ/mol
Orbital gap (spin up / spin down)   8.322 / 8.710 eV

Positions of all 14 atoms, in Å:
1 O 1.10369 -0.31508 1.96806
2 N -0.89581 0.03656 -1.24504
3 C -0.08673 -1.07052 -1.18038
4 C -0.60966 1.64762 0.53781
5 C -1.23814 0.61004 0.02261
6 H 0.98250 -0.81711 -0.49771
7 H -2.02981 0.04529 0.52198
8 H -0.09049 2.45330 0.02496
9 H 0.68430 0.43366 1.54874
10 H 0.24919 -1.42741 -2.15724
11 H 1.36269 -0.02709 2.86129
12 H -0.51967 -1.84484 -0.57704
13 H 1.54115 -0.45949 -0.00397
14 H -0.45320 0.73507 -1.82406